Entry 1:
Here is a cluster of 24 separate species, C10H68BrNO23PS2 in total from the OMol25 dataset. Energies are from ωB97M-V/def2-TZVPD.

```
106
Properties=species:S:1:pos:R:3:forces:R:3
Br 4.074 0.310 -0.361 0.109 0.076 -0.126
S -4.783 -1.133 -0.813 0.027 -0.142 -0.121
S -0.004 3.699 1.865 0.037 -0.161 -0.108
P -1.150 2.449 0.965 0.074 0.209 0.272
O 9.443 2.523 -0.514 0.000 0.027 0.070
O -6.008 -5.749 1.622 0.263 0.055 -0.029
O -2.840 5.632 2.767 -0.103 -0.236 -0.014
O 1.318 0.440 3.665 0.010 -0.045 -0.332
O 11.519 1.115 -2.380 -0.139 -0.168 0.219
O -7.391 -3.301 0.682 0.279 -0.211 -0.047
O 12.813 3.416 -3.698 -0.084 -0.062 0.055
O -5.356 -4.801 4.300 0.198 0.038 0.154
O 1.076 -2.414 -3.835 -0.040 -0.061 0.074
O -0.511 3.856 -4.567 -0.047 -0.116 -0.022
O -5.606 -1.962 3.745 0.019 0.176 -0.345
O 7.630 0.302 -0.296 -0.087 -0.037 0.061
O -5.053 -9.103 0.577 -0.105 0.058 -0.064
O 1.041 4.544 -6.984 -0.060 0.197 0.094
O 8.979 -0.334 -2.718 -0.171 -0.045 0.046
O 0.556 7.214 3.621 0.047 0.035 -0.076
O 0.381 6.635 -1.195 0.024 -0.075 0.152
O 2.526 3.010 4.811 -0.003 -0.118 -0.098
O -8.975 -1.852 2.633 0.119 0.040 0.065
O -5.104 -8.472 6.090 0.023 -0.001 0.027
O -3.024 -0.208 -3.857 0.092 0.164 0.133
O 2.522 -4.553 0.633 0.098 0.101 -0.029
O -5.326 -8.042 3.323 0.007 0.059 0.005
N -0.759 1.945 -0.724 -0.218 0.041 0.124
C 0.833 3.518 -1.608 0.008 0.086 -0.213
C 1.870 -1.478 -0.766 0.292 0.037 -0.026
C 1.322 0.818 0.305 0.102 0.141 -0.149
C -3.440 -0.400 0.156 0.054 0.101 0.102
C 1.369 2.124 -1.908 0.209 0.105 0.152
C 2.310 -0.349 0.159 -0.288 -0.165 0.205
C 0.590 1.187 -0.981 0.033 0.034 -0.049
C -1.921 1.126 -1.261 0.009 0.046 0.015
C -2.104 -0.237 -0.579 -0.077 -0.031 -0.129
C -0.651 3.248 -1.513 0.272 0.012 -0.522
H 9.412 2.381 -1.465 -0.044 -0.004 0.034
H -1.364 1.224 1.597 -0.013 -0.095 -0.052
H -9.586 -2.588 2.751 0.059 0.034 -0.028
H 1.704 5.056 -6.508 0.066 -0.077 -0.073
H 13.596 2.870 -3.825 -0.011 0.027 0.014
H -1.281 -0.432 0.113 -0.005 0.018 0.020
H 1.265 3.938 -0.701 -0.065 -0.079 0.056
H -2.028 -1.006 -1.348 0.044 -0.042 0.048
H -2.045 5.335 2.313 0.017 0.129 -0.035
H -0.336 4.690 -5.019 -0.003 -0.027 0.005
H -5.750 -8.729 0.030 -0.003 -0.064 0.019
H 9.812 0.133 -2.560 0.108 0.123 -0.185
H -3.793 0.547 0.569 0.025 -0.033 0.075
H 12.163 3.047 -4.305 0.060 0.025 -0.036
H 2.156 0.899 3.818 -0.069 0.042 0.174
H -2.442 2.910 0.704 -0.095 -0.030 -0.085
H 2.258 -2.426 -0.400 -0.006 -0.009 -0.061
H 0.286 0.289 -1.512 -0.018 -0.028 0.052
H -2.811 1.754 -1.165 -0.016 -0.032 -0.031
H -5.626 -5.297 3.516 -0.299 0.000 -0.045
H -5.095 -5.498 1.437 -0.054 -0.023 -0.198
H -5.572 -5.353 5.061 0.000 0.007 -0.070
H 0.648 7.546 -1.027 -0.064 0.010 -0.086
H 1.200 1.877 -2.956 -0.088 -0.039 0.020
H 0.889 5.043 -7.795 -0.005 -0.077 -0.008
H 0.535 6.802 4.491 -0.021 0.003 -0.032
H -6.556 -5.068 1.194 -0.118 0.057 0.286
H 0.339 -3.023 -3.951 0.014 0.042 -0.051
H 0.629 6.172 -0.388 0.013 0.049 -0.013
H -5.149 -8.998 6.894 0.036 0.013 -0.033
H -5.022 -0.119 -1.652 -0.085 0.206 0.084
H -0.986 3.033 -2.528 -0.213 0.006 0.101
H 7.918 -0.177 -1.092 0.023 0.153 -0.033
H 3.006 -4.443 1.458 -0.036 -0.065 -0.002
H -3.334 -1.088 0.995 -0.008 -0.006 0.013
H 0.763 1.106 3.244 0.073 0.079 0.195
H 6.706 0.083 -0.149 0.110 -0.103 0.022
H 0.784 -1.565 -0.825 -0.023 -0.048 0.149
H -4.649 -7.633 3.874 0.020 -0.099 0.023
H 3.138 -5.010 0.050 -0.030 -0.046 0.051
H -3.692 -0.482 -3.218 -0.061 -0.208 -0.162
H 2.486 -0.741 1.158 -0.038 0.105 0.038
H 2.437 2.047 -1.715 -0.024 -0.066 -0.019
H -1.290 4.030 -1.102 0.085 -0.023 0.211
H -5.408 -9.050 5.381 -0.091 0.062 0.012
H -5.532 -7.385 2.644 -0.133 -0.027 0.010
H -5.433 -9.163 1.463 0.186 -0.004 -0.002
H 1.846 1.698 0.680 0.005 -0.050 0.116
H -6.416 -2.125 3.250 -0.088 0.051 0.153
H -3.505 0.043 -4.653 -0.002 -0.057 0.016
H 8.741 1.949 -0.169 0.075 -0.048 -0.126
H 1.789 3.215 4.227 -0.051 0.114 0.069
H 2.240 -1.319 -1.777 -0.145 0.023 -0.057
H 1.854 -2.981 -3.816 -0.014 0.033 -0.045
H 0.630 0.508 1.093 -0.067 -0.120 -0.100
H -3.432 5.969 2.087 0.073 0.091 0.020
H 11.491 0.675 -1.521 0.138 0.095 0.053
H -7.475 -2.506 1.227 -0.235 -0.103 0.022
H -6.645 -3.137 0.097 -0.075 0.224 -0.090
H -1.728 1.016 -2.325 0.029 -0.001 -0.012
H 0.495 6.492 2.989 -0.021 -0.023 0.104
H -5.350 -2.846 4.038 -0.006 -0.248 0.165
H 8.613 0.084 -3.504 0.031 -0.056 0.005
H -0.432 3.218 -5.286 0.059 0.048 0.000
H 1.015 4.204 -2.431 0.007 0.052 0.063
H 2.121 2.826 5.666 0.036 0.005 -0.014
H -9.132 -1.266 3.382 0.030 -0.064 -0.066
H 11.767 2.025 -2.164 0.042 0.028 -0.171
```
Positions in Å, forces in eV/Å.

As for the total charge: +1. Its LUMO energy is -2.63 eV. Its largest force on an atom is 0.59 eV/Å. Its spin multiplicity is 1. The calculation puts the calculated total energy at -5918.59453 hartree.

Here are the Löwdin charges for atoms 1 to 5, given in e:
1. Br 0.818
2. S 0.789
3. S 0.374
4. P 0.517
5. O -0.070

***

Entry 2:
Here is a cluster of 2 separate species, C3H4N2OS in total at a distorted geometry from the OMol25 dataset. Energies are from ωB97M-V/def2-TZVPD.

```
11
Properties=species:S:1:pos:R:3:forces:R:3
S -2.582 -0.074 0.211 1.120 0.412 -0.340
O -2.236 -1.736 0.140 0.966 1.143 0.461
N 0.358 2.645 -0.179 -1.926 -1.706 0.826
N -0.431 1.686 0.191 0.338 -0.300 -1.631
C -1.083 0.675 0.018 -0.271 0.542 0.898
C 2.122 -1.481 0.208 -0.366 5.327 -3.770
C 2.049 -0.501 -0.534 0.505 -4.092 3.117
H 2.083 -2.417 0.557 -0.080 -2.757 1.590
H 2.174 0.260 -1.211 -0.050 1.545 -0.931
H -3.060 -2.146 -0.100 -0.704 -0.322 -0.389
H 0.608 3.088 0.700 0.468 0.208 0.171
```
Positions in Å, forces in eV/Å.

Its LUMO energy is -0.17 eV. Its largest force on an atom is 6.54 eV/Å. Its spin multiplicity is 1. The calculation puts the calculated total energy at -699.42685 hartree.

Here are the natural (NBO) charges for atoms 1 to 5, given in e:
1. S 0.618
2. O -0.830
3. N -0.484
4. N -0.063
5. C -0.049

***

Entry 3:
Here is a structure of composition C22H22MnN4O2 at a distorted geometry from the OMol25 dataset. Energies are from ωB97M-V/def2-TZVPD.

```
51
Properties=species:S:1:pos:R:3:forces:R:3
Mn -0.400 -0.407 0.656 1.850 -0.102 -0.036
O -1.850 -1.655 0.554 0.243 -0.472 0.520
O -0.289 -0.725 2.594 -0.393 0.283 0.183
N 1.271 -1.630 0.401 0.285 1.302 0.343
N 0.997 0.949 0.745 -1.295 -1.419 -0.402
N -1.510 1.189 0.677 -1.556 -0.856 -0.311
N -0.536 -0.485 -1.313 -1.602 -1.542 0.160
C -0.858 2.333 0.464 -0.905 1.628 0.300
C -1.628 -1.504 -3.167 -2.858 -1.866 -0.651
C -0.889 -0.062 3.819 -0.247 0.584 -0.604
C 1.299 -2.908 0.009 -0.793 0.290 0.058
C -2.232 -2.135 -0.748 -1.301 -1.022 -1.081
C -2.869 1.103 0.469 1.714 3.245 -0.422
C 3.266 1.487 0.893 0.520 -0.298 -0.423
C 2.261 0.525 0.765 1.199 0.050 -0.231
C -3.598 2.189 -0.004 0.596 -0.398 -0.354
C 3.701 -2.954 0.142 0.561 1.238 -0.734
C 0.572 2.228 0.685 1.440 0.774 0.070
C 2.475 -0.925 0.491 -0.372 -0.552 0.161
C 0.059 0.056 -3.555 -1.414 0.052 0.952
C 3.735 -1.541 0.315 -2.516 -0.954 0.793
C -1.492 -1.360 -1.828 1.294 0.186 2.526
C -1.574 3.479 0.090 1.349 0.064 -0.091
C 2.898 2.821 0.928 -2.018 -0.141 -0.480
C 2.485 -3.538 -0.149 1.005 -0.761 -0.762
C -2.914 3.395 -0.247 0.285 -0.180 -0.076
C 0.244 0.134 -2.170 0.705 0.992 -1.126
C -1.024 -0.689 -4.076 3.064 1.022 1.819
C 1.535 3.222 0.768 0.547 -0.178 -0.066
H -1.867 -0.491 3.981 -0.156 -0.194 0.001
H 4.598 -0.927 0.381 0.858 0.033 0.047
H 3.618 3.587 0.947 0.993 0.777 0.182
H -3.295 0.215 0.717 -1.291 -2.368 0.465
H -0.230 -0.296 4.647 0.110 0.248 0.052
H -3.316 -1.978 -0.817 0.170 -0.001 -0.243
H 1.289 4.284 0.635 0.085 -0.516 0.275
H 4.583 -3.587 0.039 0.102 0.483 0.111
H 0.416 -3.514 -0.218 -0.130 0.788 0.228
H 0.657 0.737 -4.092 0.642 0.351 -1.077
H 1.007 0.789 -1.751 -0.074 -0.164 -0.278
H -0.993 1.017 3.592 0.356 -0.689 0.270
H -1.254 -0.728 -5.089 -0.347 0.032 -1.697
H 4.336 1.223 0.812 -0.742 0.105 0.365
H -2.095 -3.241 -0.732 0.210 0.729 -0.505
H -1.047 4.438 -0.061 -0.261 -0.665 0.123
H 2.467 -4.454 -0.709 0.101 -0.799 0.541
H -4.624 1.990 -0.290 -0.114 0.408 0.240
H -3.273 4.291 -0.754 -0.802 -0.390 0.316
H -2.364 -2.242 -3.569 0.518 0.609 0.611
H -2.099 -2.321 1.232 0.167 0.468 -0.105
H 0.348 -1.384 2.890 0.219 -0.215 0.042
```
Positions in Å, forces in eV/Å.

As for the total charge: +4. Its LUMO energy (spin up / spin down) is -15.67 / -15.25 eV. Its largest force on an atom is 3.71 eV/Å. Its spin multiplicity is 4. The calculation puts the calculated total energy at -2370.47240 hartree.

Here are the natural (NBO) charges for atoms 1 to 5, given in e:
1. Mn 1.560
2. O -0.704
3. O -0.744
4. N -0.500
5. N -0.435

***

Entry 4:
Here is a cluster of 2 separate species, C4H14N2O2 in total at a distorted geometry from the OMol25 dataset. Energies are from ωB97M-V/def2-TZVPD.

```
22
Properties=species:S:1:pos:R:3:forces:R:3
O 1.909 -1.391 2.233 0.713 0.570 0.389
O -2.071 2.628 -1.110 -0.528 1.204 -0.031
N 1.738 -2.529 -0.470 -0.882 0.382 -0.964
N 0.168 -0.705 -0.233 -0.500 1.323 1.268
C -1.162 1.213 0.664 0.107 0.567 -1.446
C 0.135 0.762 -0.033 -0.198 -0.438 -0.606
C -2.285 1.480 -0.361 -0.959 -2.175 0.016
C 1.222 -1.268 -1.051 0.814 -0.339 0.275
H -1.014 2.226 1.060 0.182 -0.509 0.658
H -2.477 0.584 -0.997 0.650 0.298 -0.084
H -0.790 -1.023 -0.301 0.328 -0.494 -0.589
H 0.159 1.184 -1.056 0.476 0.633 0.507
H -1.355 2.621 -1.743 0.249 -0.606 0.069
H 1.971 -2.341 0.506 -0.168 -0.058 -0.259
H 2.064 -0.568 -1.032 -0.207 0.189 0.009
H 1.038 -0.993 2.138 -0.123 0.001 -0.272
H 0.894 -3.096 -0.466 0.408 -0.543 0.274
H -3.306 1.552 0.072 0.807 0.553 0.322
H 2.536 -0.644 2.188 -0.442 -0.509 0.092
H 0.969 1.109 0.609 -0.028 -0.265 -0.727
H -1.367 0.430 1.388 -0.508 0.304 0.433
H 0.992 -1.413 -2.132 -0.191 -0.089 0.664
```
Positions in Å, forces in eV/Å.

Its LUMO energy is 0.72 eV. Its largest force on an atom is 2.38 eV/Å. Its spin multiplicity is 1. The calculation puts the calculated total energy at -420.75080 hartree. Its structure (SMILES) is NCNCCCO.O.

Here are the natural (NBO) charges for atoms 1 to 5, given in e:
1. O -0.944
2. O -0.726
3. N -0.833
4. N -0.691
5. C -0.451